No. 1
A molecular structure, C35H42EuN3O2PS4Sb in a non-equilibrium geometry, computed with ωB97M-V/def2-TZVPD.

Values from the calculation:
Multiplicity   7
HOMO energy (alpha / beta)   -0.773 / -0.774 eV
E_LUMO (alpha / beta)   4.11 / 4.11 eV
Net charge   -2

Geometry (Å):
1 C -3.8014 0.1046 0.9802
2 S 0.3044 -0.5424 2.5195
3 C -1.7057 2.8097 2.2034
4 H -2.1270 -3.0476 -3.8542
5 C -0.3323 -1.8973 -3.4659
6 C 5.6385 3.0634 -0.0182
7 C 1.0877 -6.0561 -0.7207
8 C 4.6828 -2.4572 -1.9120
9 H -4.3661 1.0261 -2.2191
10 H -0.8369 -3.8867 -5.4843
11 H 3.0922 4.5590 1.6128
12 S 0.5201 -4.3277 2.7610
13 H 4.6277 -3.0168 -2.8353
14 Sb 1.7012 -2.4763 2.0707
15 H -1.3471 3.7296 -0.8701
16 H -2.5658 2.8668 5.4750
17 C -2.6812 2.8875 4.4001
18 N -1.2608 -3.7784 -2.1345
19 H -0.7216 -4.6625 0.9011
20 S 1.5916 -2.7171 -0.3599
21 C -0.7984 1.6693 -0.8836
22 H 2.0041 2.4296 1.1021
23 C 1.6734 -7.2695 -1.4406
24 C -1.1971 -3.7087 -0.7874
25 C -4.9578 -1.6279 -0.2149
26 C 3.9124 -0.6295 -0.5368
27 H 0.4530 -7.2854 -3.2357
28 H 2.7407 -7.3181 -1.2179
29 C 1.5013 -7.2171 -2.9551
30 C -3.8118 0.9067 -0.1557
31 C -1.5683 2.8100 3.5825
32 C -4.0872 2.9567 2.4654
33 C 5.6195 -2.1433 0.2704
34 C -4.3799 -1.1521 0.9478
35 O 0.1265 1.8690 -0.0675
36 H 1.4968 -2.1399 -4.5512
37 H -0.5838 2.7235 4.0177
38 C -4.9223 -0.8566 -1.3642
39 H -5.0702 2.9881 2.0117
40 H -0.4520 -2.3043 -6.1607
41 C -3.9445 2.9775 3.8385
42 H -0.7537 -6.8441 0.0810
43 H 2.0250 -8.0474 -3.4252
44 S -1.6684 -2.2989 0.0276
45 C -0.4420 -6.0650 -0.6192
46 H 1.4741 -6.0078 0.2986
47 Eu 0.6314 -0.2534 -0.0872
48 H 0.9376 -3.6059 -3.7694
49 H 0.2281 -1.5523 -2.5739
50 H 5.5746 1.1315 -0.9045
51 C 5.0275 1.8702 -0.3347
52 H 1.9090 -6.2890 -3.3509
53 C 3.6934 1.6046 0.0492
54 H 6.6655 3.2336 -0.3149
55 H -5.3519 -1.2363 -2.2810
56 H -0.6641 -1.0125 -4.0131
57 H 1.2137 -8.1835 -1.0560
58 C -0.0359 -3.1693 -5.6486
59 H 1.4082 -5.1379 -1.2159
60 C 5.5673 -2.8508 -0.9201
61 C 3.8518 -1.3705 -1.7250
62 C 3.0196 2.6095 0.7683
63 H -4.3820 -1.7602 1.8394
64 C 3.6368 3.8057 1.0577
65 H 4.8495 -0.4868 1.3887
66 H 5.4273 4.9871 0.9127
67 H -4.8169 3.0492 4.4734
68 C -4.3659 0.4068 -1.3316
69 H 6.2877 -2.4601 1.0607
70 C -2.9712 2.8492 1.6345
71 H -2.1163 2.7476 -2.1534
72 C -1.5734 -2.6603 -2.9926
73 C 4.9498 4.0464 0.6759
74 H 6.1996 -3.7143 -1.0666
75 H -2.2243 -1.9806 -2.4371
76 H -5.4228 -2.6042 -0.2297
77 C 0.6057 -2.7333 -4.3349
78 N 3.0552 0.4470 -0.3092
79 H -3.3491 0.4506 1.8981
80 H -0.7198 -4.5106 -2.5709
81 N -0.9467 -4.8147 -0.0910
82 O -0.8671 0.6044 -1.5464
83 C 4.8159 -1.0392 0.4567
84 H 0.7029 -3.6334 -6.2981
85 C -1.8076 2.7668 -1.1049
86 H -0.9122 -6.2832 -1.5831
87 H 3.1358 -1.0703 -2.4903
88 P -3.4105 2.6968 -0.1396
89 H -0.8262 2.7471 1.5830

Cartesian forces (eV/Å) of the 3 atoms listed first:
-0.01 0.05 0.01
-0.28 0.56 -0.19
0.01 0.02 -0.11

***

No. 2
2 unconnected molecules or ions with the total composition C35H42IN5O3 in a non-equilibrium geometry, computed with ωB97M-V/def2-TZVPD.

Values from the calculation:
Multiplicity   1
HOMO energy   -8.967 eV
E_LUMO   -0.76 eV
Structure (SMILES)   [H]/N=C(/N)NCCCC[C@@]1(I)NC(=O)C[C@@]1(Cc1cccc(C)c1)NCCCC.O=C1c2ccccc2C(=O)c2ccccc21

Geometry (Å):
1 H -5.8648 -1.7853 -1.1117
2 H -3.0652 0.6131 -1.2691
3 C -4.1607 -4.3289 2.3880
4 C 0.5938 0.1046 -1.1200
5 C -5.2553 -5.3257 2.2549
6 H 3.9755 3.2625 2.8939
7 C -3.4110 2.8100 1.2385
8 C 3.9526 0.1571 -1.4270
9 C -1.4517 2.5091 -0.2443
10 H 5.0751 0.1905 -1.4464
11 H 2.6853 5.4619 1.5209
12 C -7.3151 -6.0614 1.2368
13 C 4.9733 -2.8168 -4.3462
14 H 3.3461 -0.9600 -3.2834
15 C 4.6563 -2.2591 -1.9845
16 C 4.5218 6.5225 2.0137
17 H 4.1961 2.3202 -1.9152
18 H 5.3632 4.0646 2.1187
19 H -2.2561 -0.4356 0.7673
20 H 4.8108 -4.5881 -3.7484
21 H 5.3003 -0.9635 -4.9926
22 C -3.0668 -1.1538 0.6947
23 H 4.1031 -3.2400 -1.9259
24 H -4.4519 -6.6180 3.7731
25 C -4.0519 -0.9950 -0.2769
26 C 1.1386 0.7460 0.1974
27 C -2.5600 3.5393 2.1347
28 H -0.5389 4.2752 2.5877
29 C 1.7722 2.1799 -0.0623
30 H 3.1354 5.3210 3.2526
31 O -7.1808 -3.7752 -0.3650
32 H -3.9885 2.0653 -1.9101
33 H 1.3455 3.6901 1.4534
34 C -1.1710 3.7172 1.8639
35 H 6.2283 -3.1566 -2.8571
36 H 4.8992 2.7081 0.3378
37 N 2.9634 2.0929 0.8450
38 H -2.3404 -2.3515 2.3169
39 C -6.2765 -7.3876 2.9562
40 H 3.8696 7.3651 1.6634
41 C 3.9318 3.1957 0.6352
42 C -5.2536 -6.4581 3.0627
43 O -3.2904 -4.4748 3.2242
44 C -7.3117 -7.1854 2.0478
45 H 2.6458 2.0240 1.8068
46 H 0.2572 0.6926 0.8842
47 C 2.0511 2.0074 -1.6079
48 H 3.6377 3.9338 -0.1436
49 H 1.8253 0.0028 0.6771
50 N 5.6192 -2.3706 -3.1080
51 C -2.8591 2.2849 0.0209
52 H 3.6748 0.0315 -0.3612
53 C -6.2789 -3.9502 0.4312
54 H 4.9554 6.8461 2.9825
55 C -6.2831 -5.1334 1.3306
56 H 3.3810 1.3249 -3.1862
57 H -2.9973 3.9701 3.0552
58 H 5.1420 -2.1338 -0.9893
59 C 3.5497 -1.1480 -2.2089
60 C -3.6949 1.4824 -1.0101
61 O -0.0674 -0.8893 -1.2599
62 I 1.6671 3.6734 -2.9679
63 C -4.1460 -3.1576 1.4755
64 H -4.5685 1.0856 -0.4580
65 N 1.1168 0.9605 -2.1434
66 C 3.5404 5.2887 2.2088
67 C -5.1495 -2.9894 0.5183
68 H 0.4070 1.4006 -2.7294
69 H 5.2679 6.3406 1.2114
70 H -1.0713 2.1093 -1.2029
71 N 4.5943 -4.0085 -4.5652
72 H -8.1144 -7.9091 1.9705
73 C -0.5741 3.1899 0.6463
74 H 2.6138 -1.5991 -1.7909
75 H -3.9956 -0.1135 -0.9927
76 C 4.2596 3.8968 2.0226
77 H -6.2703 -8.2714 3.5829
78 C 0.9416 3.4245 0.4468
79 C -5.0953 -1.9112 -0.3592
80 H 3.8106 -1.5128 -5.3062
81 H -8.1196 -5.9098 0.5278
82 C -3.1128 -2.2309 1.5672
83 H -4.4889 2.6204 1.4278
84 N 4.7991 -1.7848 -5.3434
85 H 1.0889 4.3489 -0.1685
86 C 3.4657 1.4921 -2.0848

Cartesian forces (eV/Å) of the 3 atoms listed first:
-0.03 -0.15 0.09
0.46 1.79 -0.69
0.43 0.00 0.35

***

No. 3
A single C35H42N2O6S molecule in a non-equilibrium geometry, computed with ωB97M-V/def2-TZVPD.

Values from the calculation:
Multiplicity   1
HOMO energy   -6.643 eV
E_LUMO   -0.68 eV

Geometry (Å):
1 H 1.5784 -1.3137 5.6292
2 C -3.6787 0.7620 -2.4169
3 C 2.8936 -1.6597 0.6880
4 H -2.9499 5.0287 -0.7662
5 O 4.9268 -2.4613 -0.4251
6 C -3.0455 2.7959 0.6628
7 C -4.0157 0.1437 0.2780
8 H 5.4479 0.1084 -0.7615
9 C 1.2962 -4.7288 -0.3795
10 C -2.8020 4.0706 -1.2774
11 H 3.0021 -2.2923 1.5880
12 H 3.8321 -1.4302 -3.0500
13 C -0.8780 0.3729 3.9749
14 C 3.4506 -2.4381 -2.8231
15 H -4.4987 3.2669 2.7082
16 C -2.5527 0.7125 -1.5767
17 C 3.3721 0.5577 -0.3912
18 C -2.7320 0.4878 -0.2163
19 H 1.3516 2.3741 -2.4457
20 H 1.0116 -1.5765 -1.8612
21 H 0.2944 -5.0995 -2.9566
22 C 4.5824 1.2676 -2.3711
23 O -3.4101 1.4861 2.6415
24 H -3.0099 3.2292 3.7338
25 H 4.3480 -0.2717 1.3249
26 C -3.8928 2.6612 3.3921
27 C -2.4686 1.7818 1.6764
28 H -0.8333 -0.8420 -0.7628
29 H -1.2048 -2.8249 -1.8393
30 C 2.2520 1.2531 -0.8447
31 S -0.7343 2.5602 2.1942
32 C -0.5974 -0.5490 0.2623
33 C 3.4253 1.8847 -2.8650
34 H 2.6738 0.2681 1.6465
35 C 1.1096 -0.5549 4.9965
36 C 3.3321 -0.2108 0.9110
37 H 1.3647 1.3054 -0.2093
38 H -0.9733 -3.1821 -0.0984
39 H -3.7613 3.6674 -1.6178
40 H 0.6129 -3.4568 -3.5303
41 O -0.0207 3.8163 2.0222
42 C 0.4952 -1.0849 0.8486
43 H -0.9041 -1.2718 5.3525
44 C 4.5536 0.6083 -1.1433
45 C 1.8821 0.4395 4.3954
46 H 1.1607 -4.4098 0.6591
47 H 0.7717 -5.6851 -0.5156
48 C 1.2887 1.3893 3.5653
49 H -6.1245 0.2449 -0.0859
50 C -0.2723 -0.5585 4.8215
51 C -0.0842 1.3442 3.3510
52 H 4.2852 -3.1486 -2.8772
53 H 1.9535 -4.5142 -2.9723
54 C -0.7708 -3.5296 -1.1174
55 H -2.0578 4.8239 -3.1586
56 H -1.9550 0.3373 3.8250
57 C 2.2605 1.8810 -2.0911
58 C 0.9190 -4.2083 -2.7905
59 H -1.6245 3.1334 -2.7885
60 O -0.4069 1.6257 0.8453
61 N 2.8746 -2.4788 -1.4978
62 H -0.8101 4.4570 -1.9376
63 H 2.6909 -2.7036 -3.5516
64 O -2.1892 3.1496 -0.2993
65 C -4.9583 0.5946 -1.8996
66 C -1.7677 4.1300 -2.3602
67 H 2.9525 0.5067 4.5888
68 C -1.5697 0.5472 0.8589
69 H -4.5005 2.2686 4.2255
70 O -4.2013 3.1718 0.6853
71 H -5.8325 0.6799 -2.5463
72 C 0.7162 -3.7065 -1.3639
73 N 1.5069 -1.7778 0.2027
74 H 5.5131 1.2955 -2.9419
75 H 2.3601 -4.9078 -0.5726
76 C -5.1269 0.3192 -0.5300
77 C 1.4583 -2.3256 -1.1803
78 H 0.6554 -1.0047 1.9299
79 H -1.2727 -4.5001 -1.2502
80 H -1.8197 0.0748 1.8313
81 H -1.5422 0.8014 -1.9967
82 H 1.8675 2.1849 3.0964
83 H -4.0982 -0.2426 1.2960
84 H -3.5300 0.9624 -3.4820
85 C 3.7131 -2.2572 -0.4331
86 H 3.4413 2.3744 -3.8398

Cartesian forces (eV/Å) of the 3 atoms listed first:
-0.14 0.35 -0.17
0.51 -0.03 0.07
-1.04 -0.79 0.32

***

Asked for M across the records above, the calculation gives 969.7, 707.7, 618.8 g/mol in order.